Entry from OMol25: the molecule C5H5F3NP (ωB97M-V with the def2-TZVPD basis set).

Results
Molar mass: 167.1 Da
HOMO-LUMO gap (alpha / beta): 0.2410 / 0.2466 Eh
Relative energy (zero: lowest compared OMol25 entry of this formula, charge and spin): 80.7 kJ/mol
Calculated total energy: -24193.914 eV
LUMO energy (alpha / beta): -1.171 / -1.673 eV
E_HOMO (alpha / beta): -0.2840 / -0.3081 hartree
Charge: 0

Atoms and positions in Å:
C -0.594 0.401 0.151
C -1.616 -0.562 0.069
C 1.696 -0.088 -0.510
C -3.004 0.036 0.214
C 3.102 0.159 -0.059
N 0.719 0.414 0.132
F 3.222 0.301 1.266
F 3.891 -0.870 -0.418
F 3.656 1.257 -0.609
P -1.640 -2.281 -0.018
H -0.978 1.395 0.374
H -3.141 0.876 -0.470
H -3.140 0.407 1.231
H -3.780 -0.702 0.019
H 1.607 -0.743 -1.374

These are the natural (NBO) partial charges, in e, on atoms 1 to 8: atom 1 (C): 0.026, atom 2 (C): -0.500, atom 3 (C): 0.018, atom 4 (C): -0.636, atom 5 (C): 0.926, atom 6 (N): -0.339, atom 7 (F): -0.310, atom 8 (F): -0.322



Entry from OMol25: a cluster of 4 separate species, CH10N2O3 in total (ωB97M-V with the def2-TZVPD basis set).

Results
SMILES: [H]/N=C/N.O.O.O
Molar mass: 98.1 Da
HOMO-LUMO gap: 0.3783 Eh
Relative energy (zero: lowest compared OMol25 entry of this formula, charge and spin): 93.1 kJ/mol
Calculated total energy: -10321.612 eV
LUMO energy: 0.765 eV
E_HOMO: -0.3502 hartree
Charge: 0

Atoms and positions in Å:
N -1.243 0.454 1.224
C -1.950 -0.621 0.732
N -2.280 -0.813 -0.525
H -0.737 0.533 2.120
H -0.947 1.156 0.513
H -2.273 -1.533 1.455
H -2.981 -1.590 -0.519
H 1.835 0.317 -1.535
H 1.906 1.540 -0.839
O 2.478 0.787 -1.053
H -0.851 -0.104 -1.845
H 0.245 -0.292 -2.836
O 0.079 0.021 -1.976
H 2.078 -0.453 2.297
H 2.477 0.220 0.932
O 2.165 0.378 1.854

These are the natural (NBO) partial charges, in e, on atoms 1 to 8: atom 1 (N): -0.821, atom 2 (C): 0.301, atom 3 (N): -0.800, atom 4 (H): 0.424, atom 5 (H): 0.402, atom 6 (H): 0.156, atom 7 (H): 0.353, atom 8 (H): 0.486



Entry from OMol25: the molecule C15H16N2O6S (ωB97M-V with the def2-TZVPD basis set).

Results
SMILES: CCOC(=O)Cn1sc(=O)n(-c2ccc(C(=O)OCC)cc2)c1=O
Molar mass: 352.4 Da
HOMO-LUMO gap: 0.3361 Eh
Relative energy (zero: lowest compared OMol25 entry of this formula, charge and spin): 277.9 kJ/mol
Calculated total energy: -41913.993 eV
LUMO energy: -0.041 eV
E_HOMO: -0.3376 hartree
Charge: 0

Atoms and positions in Å:
O -3.408 0.735 4.514
O -1.792 1.223 -1.990
O 2.128 0.975 0.138
O 2.188 -1.001 -3.323
O -2.252 -1.285 4.816
O 3.765 -0.112 -4.694
S 0.516 2.108 -2.973
C -2.663 -0.162 4.114
C -0.616 1.497 -1.813
C 1.398 1.200 -0.866
C 2.994 -0.151 -3.586
C -2.400 1.120 1.995
C -0.986 -0.801 2.306
C -1.735 1.469 0.821
C -0.306 -0.551 1.127
C -1.979 0.008 2.815
C -0.670 0.646 0.433
N 0.036 1.231 -0.648
N 1.868 1.628 -2.016
C 3.141 1.257 -2.746
C -3.002 -0.972 7.086
C 2.664 -0.418 -6.850
C -3.129 -1.771 5.774
C 3.502 -1.064 -5.703
H -3.384 1.679 2.196
H -0.625 -1.613 2.948
H -2.140 2.194 0.091
H 0.478 -1.246 0.801
H 3.948 1.179 -1.991
H 3.415 1.998 -3.526
H -1.965 -0.943 7.487
H -3.227 0.066 6.869
H -3.677 -1.383 7.832
H 3.178 0.466 -7.154
H 2.542 -1.081 -7.778
H 1.676 -0.081 -6.395
H -4.175 -1.819 5.408
H -2.695 -2.765 5.933
H 4.482 -1.478 -6.073
H 2.906 -1.985 -5.377

These are the natural (NBO) partial charges, in e, on atoms 1 to 8: atom 1 (O): -0.579, atom 2 (O): -0.567, atom 3 (O): -0.629, atom 4 (O): -0.570, atom 5 (O): -0.513, atom 6 (O): -0.515, atom 7 (S): 0.457, atom 8 (C): 0.781